1.
Computed, not measured: a structure of composition C22H32IrN5S2, with ωB97M-V/def2-TZVPD.

```
62
Properties=species:S:1:pos:R:3:forces:R:3:mulliken_charge:R:1
Ir 0.85916 -0.99631 0.87391 0.19 -0.81 -0.42 1.2803
C 2.74381 2.20256 0.14802 -0.01 -0.02 -0.04 -0.5492
C 3.76279 1.24088 0.10075 -0.01 0.06 -0.02 -0.2952
C 3.73808 0.16037 0.95262 0.10 -0.06 0.06 -0.7087
C 2.68507 0.00148 1.88076 0.01 0.29 0.12 -0.2893
C 1.65941 0.98279 1.93516 0.07 0.13 0.16 -0.8343
C 1.70634 2.07227 1.04866 0.00 0.06 0.02 -0.5670
H 2.80865 3.08172 -0.48148 0.00 -0.03 -0.01 0.5330
H 4.59967 1.37784 -0.57198 -0.02 -0.02 -0.01 0.4858
H 4.56258 -0.54111 0.96165 -0.04 -0.02 -0.03 0.4580
H 2.84416 -0.65352 2.73131 -0.11 -0.09 -0.05 0.6156
H 1.00753 1.04187 2.79877 -0.03 -0.06 -0.01 0.8046
H 0.95990 2.85163 1.13652 0.01 0.00 0.00 0.4455
C -3.04622 -2.60923 -1.06619 -0.06 -0.03 -0.03 -1.0734
C -1.94286 -1.83325 -0.52094 -0.15 -0.05 -0.11 0.5649
N -1.06683 -1.23090 -0.08766 0.00 0.17 0.08 -0.3199
H -3.31779 -2.24121 -2.05456 0.05 0.04 0.00 0.3172
H -3.91476 -2.53888 -0.41241 0.03 0.03 0.03 0.3460
H -2.75464 -3.65611 -1.15229 0.06 0.01 0.01 0.3221
C 1.77799 -1.38904 -2.45062 -0.06 -0.04 0.07 -0.9749
C 2.62032 -2.13861 -1.42813 0.28 -0.10 -0.10 0.9878
C 3.33094 -3.33373 -2.07715 -0.15 0.05 -0.02 -1.6921
C 1.81274 -2.60387 -0.22898 -0.19 0.46 0.48 -1.2346
H 2.38804 -1.07310 -3.29675 -0.02 0.01 -0.01 0.4707
H 1.32917 -0.49702 -2.00465 -0.02 0.02 -0.01 -0.1357
H 0.97231 -2.02339 -2.83386 0.01 0.01 0.01 0.2833
H 3.40642 -1.46358 -1.08106 -0.02 0.05 0.05 -0.2289
H 2.60472 -4.06253 -2.44510 0.04 -0.01 0.00 0.3920
H 3.99791 -3.83307 -1.37435 -0.02 -0.02 0.00 0.4196
H 3.92799 -2.99307 -2.92344 0.01 -0.05 -0.01 0.4308
H 2.44214 -3.18316 0.45243 0.00 -0.09 -0.04 0.5206
H 0.95394 -3.21276 -0.53683 0.04 -0.11 0.04 0.5294
N 1.06882 -3.41853 3.35623 0.12 -0.10 -0.12 -0.1604
C 0.09172 -2.60881 3.65942 -0.04 -0.23 0.40 0.4392
N -0.25178 -1.56580 2.87449 0.10 0.19 -0.26 -0.0486
C -1.27922 -0.89543 3.40461 -0.05 -0.23 0.39 0.0370
C -1.90407 0.25463 2.85203 0.05 -0.02 -0.05 -0.1547
C -2.91833 0.83052 3.54625 -0.13 0.04 0.19 -0.7596
C -3.35518 0.30342 4.80203 0.00 0.10 -0.17 -0.4957
C -2.78219 -0.83121 5.35802 0.03 -0.10 0.06 -0.5740
C -1.75090 -1.42741 4.66819 -0.13 0.29 -0.16 0.5762
S -0.84340 -2.81846 5.12741 0.17 0.02 -0.24 -0.1454
H 1.57439 -3.29601 2.48345 -0.04 0.06 -0.02 -0.0294
H 1.31879 -4.19556 3.95411 0.02 -0.01 -0.02 0.3079
H -1.56972 0.64816 1.90173 0.05 -0.04 0.00 0.4488
H -3.41109 1.70798 3.15035 -0.02 0.00 0.05 0.4553
H -4.15622 0.80360 5.33164 0.00 -0.01 -0.03 0.4468
H -3.13287 -1.22869 6.30145 -0.01 0.05 0.00 0.4713
C -2.41099 2.97634 -4.96395 -0.09 0.03 0.02 -1.0244
N -1.49134 2.41153 -3.95947 -0.07 0.03 -0.06 -0.2011
C -1.12641 2.89106 -2.78614 0.03 0.09 -0.05 0.6165
S -0.07032 1.85798 -1.81819 -0.21 0.21 -0.13 -0.0203
N -1.47309 4.05261 -2.26051 0.02 0.03 -0.07 -0.1736
C -2.24391 5.17130 -2.83647 0.06 0.08 -0.13 -0.9269
H -2.44131 2.28822 -5.80240 0.05 -0.03 0.01 0.3669
H -2.05675 3.93825 -5.32243 0.05 0.01 0.01 0.3469
H -3.41645 3.07213 -4.56493 -0.02 -0.04 0.03 0.3666
H -1.05224 1.53889 -4.21239 0.07 0.03 0.01 0.2661
H -1.06243 4.23725 -1.35844 -0.09 -0.08 0.07 0.2444
H -3.21022 4.83977 -3.19843 -0.02 -0.05 0.04 0.3071
H -1.69469 5.66252 -3.63686 0.05 -0.04 0.01 0.3527
H -2.40726 5.89382 -2.04294 0.02 -0.04 0.03 0.3603
```
Forces are in eV/Å.

Results
gap between HOMO and LUMO (alpha / beta) = 7.0 / 5.2 eV
F_max = 0.93 eV Å⁻¹
HOMO (alpha / beta) = -0.5486 / -0.6150 hartree
multiplicity = 6
charge = +3
DFT total energy = -2030.9072 a.u.
ΔE to the lowest compared entry with this formula, charge and spin = 76.0 kJ/mol

=====

2.
Computed, not measured: the molecule C22H32N2O3, with ωB97M-V/def2-TZVPD.

```
59
Properties=species:S:1:pos:R:3:forces:R:3:mulliken_charge:R:1
O -0.48554 -4.00884 -0.30206 -0.11 -0.36 -0.21 -0.6850
C 0.01293 -3.17184 0.42100 0.07 -0.13 0.41 0.8059
C 0.89274 -3.49161 1.61287 0.09 -0.13 -0.09 -1.0273
C 2.20423 -2.71039 1.50250 0.10 -0.04 0.05 -0.9694
C 1.96928 -1.20024 1.32216 -0.02 -0.11 -0.09 0.2946
C 2.70166 -0.69014 0.08120 -0.10 0.17 0.48 0.1949
O 3.11155 -1.45801 -0.77446 0.06 -0.29 -0.30 -0.7779
N 2.87472 0.64663 -0.06487 0.02 0.23 -0.22 0.6510
C 3.53402 1.09916 -1.28828 0.35 -0.20 -0.13 -1.0731
C 5.04449 0.79220 -1.30293 -0.12 0.25 0.06 -0.6330
O 5.35611 -0.38457 -1.98710 0.06 -0.52 -0.21 -0.6189
C 2.55695 1.66505 0.91161 -0.11 0.02 0.24 -1.7645
C 1.17866 2.27722 0.76727 0.00 0.16 0.05 0.8187
C 0.56321 2.82622 1.88669 0.10 -0.04 -0.11 -0.5360
C -0.68846 3.40674 1.79067 -0.06 0.04 0.06 -0.7474
C -1.34300 3.44718 0.57110 -0.08 0.04 0.00 -0.4453
C -0.73658 2.90708 -0.54938 -0.01 0.03 -0.05 -0.6695
C 0.51665 2.32616 -0.45351 0.09 -0.01 0.05 0.1910
C 0.45867 -0.92582 1.17347 0.16 0.16 0.35 -0.3420
N -0.14302 -1.83797 0.23943 0.06 0.14 -0.21 0.7303
C -0.80713 -1.32272 -0.93482 -0.33 0.15 -0.14 -1.9277
C -2.09505 -0.55663 -0.61437 0.12 -0.42 -0.24 1.9950
C -2.71767 -0.02080 -1.90342 0.09 0.29 0.32 -1.1594
C -3.99255 0.75991 -1.59944 -0.09 -0.24 -0.24 -0.5125
C -4.99541 -0.12692 -0.86833 0.05 0.27 0.22 -0.7891
C -4.38139 -0.67462 0.41624 -0.08 -0.25 -0.17 -0.7269
C -3.10192 -1.44773 0.11166 0.06 0.33 0.21 -1.0922
H 1.09005 -4.56312 1.61970 -0.12 0.06 -0.01 0.4223
H 0.36539 -3.23436 2.53505 -0.04 -0.02 0.02 0.3584
H 2.74777 -3.07922 0.62981 -0.02 0.03 0.15 0.4301
H 2.81759 -2.89656 2.38529 0.02 0.00 -0.04 0.3325
H 2.32971 -0.65963 2.20036 -0.04 0.00 -0.06 0.4813
H 3.36561 2.17122 -1.38430 -0.06 -0.01 0.04 0.6263
H 3.08166 0.58799 -2.14418 0.04 0.16 0.03 0.4482
H 5.58050 1.59230 -1.82156 -0.06 0.00 0.09 0.3864
H 5.40903 0.75145 -0.26259 -0.06 0.13 -0.09 0.2318
H 4.72409 -1.06746 -1.69939 0.10 0.21 -0.04 0.4645
H 2.66209 1.26470 1.92284 0.03 0.10 -0.10 0.4550
H 3.30307 2.46260 0.81048 -0.03 -0.16 0.08 0.5931
H 1.06949 2.79564 2.84103 0.05 -0.02 0.13 0.4115
H -1.15427 3.82518 2.67023 -0.05 0.03 0.08 0.4068
H -2.32115 3.89758 0.49505 -0.09 0.04 -0.01 0.4314
H -1.23969 2.93715 -1.50399 -0.06 -0.01 -0.10 0.4637
H 0.97110 1.89725 -1.33315 0.06 -0.08 -0.11 0.2379
H -0.01403 -1.02819 2.15934 0.06 0.14 -0.07 0.3319
H 0.28416 0.09145 0.82609 -0.09 -0.14 0.09 -0.5994
H -0.11397 -0.67067 -1.48042 0.00 -0.02 -0.03 0.0549
H -1.03737 -2.18980 -1.55838 0.03 0.14 -0.02 0.5693
H -1.85268 0.29660 0.03200 0.00 0.04 0.01 -0.1522
H -2.95337 -0.85897 -2.56231 0.03 -0.08 -0.10 0.4044
H -2.00102 0.61971 -2.42270 0.07 -0.02 -0.10 0.3867
H -4.43072 1.13167 -2.52812 0.00 0.10 0.01 0.3866
H -3.74836 1.62206 -0.97362 0.00 0.10 0.02 0.1715
H -5.89819 0.44259 -0.63748 -0.06 -0.05 -0.05 0.3799
H -5.28016 -0.95910 -1.51552 -0.07 -0.05 -0.05 0.3307
H -5.09631 -1.32682 0.92154 -0.01 0.04 0.09 0.3924
H -4.15144 0.15568 1.08945 -0.02 0.04 0.08 0.3006
H -3.33235 -2.31142 -0.51471 0.02 -0.12 -0.04 0.3528
H -2.66436 -1.82221 1.03931 0.03 -0.10 0.00 0.3242
```
Forces are in eV/Å.

Results
gap between HOMO and LUMO = 9.5 eV
F_max = 0.56 eV Å⁻¹
HOMO = -0.3305 hartree
multiplicity = 1
SMILES = O=C1CC[C@@H](C(=O)N(CCO)Cc2ccccc2)CN1CC1CCCCC1
DFT total energy = -1192.7983 a.u.
ΔE to the lowest compared entry with this formula, charge and spin = 5.7 kJ/mol

=====

3.
Computed, not measured: the molecule C22H32N4O4S at a distorted geometry, with ωB97M-V/def2-TZVPD.

```
63
Properties=species:S:1:pos:R:3:forces:R:3:mulliken_charge:R:1
C 2.19179 -2.30884 0.37547 -0.10 0.03 -0.22 -1.3495
C 1.15834 -2.52952 -0.72146 -0.02 -0.13 0.28 0.4799
C 0.08078 -3.52365 -0.29335 -0.03 0.21 -0.40 -0.3865
C -1.05859 -3.61637 -1.30966 0.09 -0.27 0.04 -1.0555
N -1.76959 -2.36165 -1.40477 -0.07 -0.32 0.29 -0.0073
C -1.77584 -1.60856 -2.51874 -0.45 0.25 0.29 0.6451
O -1.37161 -1.96918 -3.60263 0.20 0.00 -0.46 -0.6809
C -2.37415 -0.22024 -2.29348 0.40 0.09 0.18 -0.6913
S -1.05199 0.96559 -1.88636 -0.02 0.17 -0.45 0.0306
C -0.75049 0.61934 -0.19209 -0.71 -0.48 0.07 0.2158
N -1.50882 -0.23927 0.40667 -0.11 0.31 -0.33 -0.3174
C -1.26197 -0.53738 1.71650 0.56 0.28 0.55 0.3397
C -2.08102 -1.49423 2.34668 0.01 -0.11 0.37 -1.2048
C -1.79880 -1.78756 3.65069 0.34 0.24 0.05 1.1170
C -0.73949 -1.17461 4.34724 -0.16 0.04 -0.44 1.2658
C 0.06642 -0.24657 3.75456 -0.15 -0.25 0.31 -1.7403
C -0.20697 0.07435 2.41356 -0.34 -0.22 -0.17 0.2064
C 0.62991 1.04978 1.72961 -0.17 -0.14 0.05 0.6377
O 1.56751 1.63630 2.22811 0.19 0.06 0.11 -0.7121
N 0.27528 1.28767 0.39316 -0.03 -0.07 0.25 0.3029
C 1.09834 2.22002 -0.35375 0.43 0.18 -0.29 -1.9782
C 2.23963 1.51081 -1.08042 0.04 0.29 -0.02 0.5847
C 2.95718 2.48724 -2.01666 -0.13 -0.27 0.13 -1.6074
N 2.03507 3.07654 -2.96936 0.00 0.10 0.01 0.8010
C 2.31733 4.46451 -3.28924 -0.09 0.15 0.22 -0.7094
C 1.80564 5.39845 -2.19456 0.15 -0.11 -0.30 -1.2769
C 1.74785 2.24348 -4.12140 0.11 -0.09 -0.21 -0.6697
C 2.86896 2.11702 -5.16023 -0.20 0.06 0.29 -1.1910
O -0.70140 -1.66680 5.62216 0.27 0.29 -0.16 -0.4973
C -1.75771 -2.59479 5.71780 -0.25 -0.66 1.11 -0.2827
O -2.43008 -2.66576 4.47693 -0.06 0.17 -0.55 -0.5054
H 1.72201 -1.90018 1.26889 -0.02 0.04 0.13 0.1836
H 2.67220 -3.24786 0.64114 0.10 -0.08 0.09 0.4533
H 2.95891 -1.61280 0.04499 0.13 0.07 0.05 0.3318
H 0.68963 -1.57512 -0.97039 -0.01 0.03 -0.11 -0.4498
H 1.64957 -2.89688 -1.62463 -0.03 0.04 -0.09 0.5317
H -0.33069 -3.21683 0.67283 0.01 -0.06 0.11 -0.0067
H 0.52431 -4.51283 -0.16867 -0.01 -0.06 0.09 0.4900
H -1.76001 -4.40275 -1.00998 0.09 0.00 -0.11 0.3472
H -0.67473 -3.84603 -2.30649 -0.07 -0.06 0.10 0.4251
H -1.98403 -1.89132 -0.53062 0.02 0.09 -0.32 0.0611
H -3.10720 -0.19927 -1.49074 -0.06 0.00 -0.07 0.4213
H -2.79518 0.15228 -3.22618 0.03 -0.04 0.05 0.4394
H -2.89433 -1.96072 1.81762 -0.13 -0.05 -0.10 0.5084
H 0.88242 0.23594 4.26505 0.11 0.06 0.09 0.4965
H 0.48216 2.74685 -1.08486 0.05 0.03 0.17 0.5808
H 1.50477 2.93093 0.36888 -0.13 -0.02 -0.14 0.3341
H 1.83866 0.67535 -1.65604 0.00 -0.09 0.01 -0.0585
H 2.94968 1.11669 -0.35185 -0.01 -0.08 0.02 0.3463
H 3.39003 3.28674 -1.41333 0.07 0.02 -0.02 0.5088
H 3.78762 1.95842 -2.50863 0.03 0.12 0.04 0.3313
H 3.39276 4.64445 -3.45136 -0.07 -0.01 -0.11 0.3462
H 1.79539 4.70625 -4.21748 0.08 -0.01 -0.05 0.4913
H 0.73999 5.24570 -2.04777 -0.13 0.00 0.03 0.2657
H 1.97611 6.43308 -2.48160 0.03 0.16 0.05 0.4497
H 2.31194 5.21651 -1.25051 0.05 0.02 0.15 0.2828
H 0.85795 2.65684 -4.60516 -0.03 -0.11 0.01 0.4053
H 1.48515 1.24942 -3.75554 -0.10 -0.01 -0.05 0.2077
H 3.76792 1.69538 -4.71651 0.12 -0.05 -0.02 0.2746
H 2.54590 1.46027 -5.96331 0.02 -0.07 -0.12 0.4391
H 3.11640 3.08707 -5.58492 0.06 0.08 -0.08 0.2870
H -1.35708 -3.58783 5.97521 -0.06 0.24 -0.14 0.2560
H -2.46389 -2.27406 6.49999 0.15 0.00 -0.24 0.2557
```
Forces are in eV/Å.

Results
gap between HOMO and LUMO = 8.7 eV
F_max = 1.32 eV Å⁻¹
HOMO = -0.2982 hartree
multiplicity = 1
SMILES = CCCCNC(=O)CSc1nc2cc3c(cc2c(=O)n1CCCN(CC)CC)OCO3
DFT total energy = -1775.7392 a.u.
ΔE to the lowest compared entry with this formula, charge and spin = 75.9 kJ/mol

=====

- Which value of multiplicity does entry 1 give?
  6